# C30H50Cl2N3O7SSiY

A structure of composition C30H50Cl2N3O7SSiY in a non-equilibrium geometry (the ωB97M-V functional and the def2-TZVPD basis, the OMol25 dataset).

Structure (ORCA input):
```
! RIJCOSX wB97M-V def2-TZVPD def2/J DEFGRID3
* xyz 0 1
C -1.39835 -0.54407 -5.47489
C -1.00355 -1.79645 -4.74207
H -1.42081 -0.69793 -6.56166
H -0.69322 0.27443 -5.23677
H -2.39004 -0.22301 -5.10632
C -0.50904 -2.89642 -5.35581
C -0.02015 -2.87549 -6.76825
H -0.33319 -3.80852 -4.78417
H 0.58950 -1.98011 -6.98062
H -0.82465 -2.90028 -7.52044
H 0.61683 -3.74823 -6.94759
Y 1.20113 1.13460 0.50803
Cl 2.40380 3.36140 0.79775
C 0.20738 -2.05856 1.14871
O 1.00576 -1.10391 0.95881
N 0.30681 -2.82070 2.23345
C 1.51523 -2.67902 3.04135
C -0.56959 -3.96217 2.50061
H -0.59544 -2.30847 0.43124
H 1.74442 -1.61677 3.19601
H 2.38573 -3.16408 2.56715
H 1.33917 -3.16297 4.00509
H -1.60545 -3.69324 2.25715
H -0.48766 -4.20160 3.56995
H -0.26322 -4.83233 1.89911
H 0.81698 2.34815 5.47387
H -1.07601 4.82971 4.27001
C 1.32271 2.94909 4.70442
C -0.13511 4.77204 3.69588
N 0.36396 3.39610 3.69282
H 2.08734 2.32774 4.21829
C 0.10366 2.58236 2.70399
O 0.60207 1.39785 2.65984
H -0.33382 5.10039 2.66222
H -0.52249 2.95401 1.87214
H 1.78449 3.82339 5.17022
H 0.62381 5.42250 4.15150
H 1.95934 0.19285 -4.33001
H 2.54677 -2.78183 -4.09609
C 2.97160 0.12213 -3.90373
C 3.40779 -2.31848 -3.58787
N 3.05980 -1.02443 -3.00206
H 3.19542 1.03403 -3.34120
C 2.76385 -0.89020 -1.70911
O 2.57968 0.21803 -1.14288
H 3.75623 -2.99539 -2.79474
H 2.69752 -1.83961 -1.13978
H 3.70379 -0.03253 -4.70472
H 4.20856 -2.17994 -4.32703
O -0.00387 -0.71484 -3.28992
C -0.98556 -1.60292 -3.21711
C 0.41061 -3.42816 -1.97729
C -0.81537 -2.82519 -2.27889
H 1.33527 -2.92343 -2.27199
C 0.45718 -4.64655 -1.28378
H -1.94425 -1.10061 -2.96186
C -1.96521 -3.33829 -1.67045
H 1.41006 -5.15924 -1.12938
C -0.71388 -5.21302 -0.77752
C -1.92779 -4.53106 -0.93287
H -2.90056 -2.77558 -1.78424
H -0.69883 -6.17221 -0.25296
H -2.85001 -4.92024 -0.48087
Si -0.13634 3.79181 -2.39931
Cl 0.20897 1.63589 -1.83924
C 1.59133 4.43785 -2.59738
C -1.02266 4.68458 -0.99798
C -1.09036 3.73424 -3.98316
H 2.31055 3.62528 -2.73783
H 1.92631 5.01145 -1.72846
H 1.64566 5.09433 -3.47279
H -0.45311 3.47045 -4.83641
H -1.49159 4.74146 -4.17262
H -1.93970 3.03684 -3.96381
H -1.12058 4.08033 -0.08797
H -2.03375 4.99740 -1.29584
H -0.49225 5.60672 -0.70846
C -1.01391 0.83015 7.82052
C -1.44992 0.91504 6.38609
C -1.09936 -0.09403 5.48174
C -1.45706 -0.00366 4.15352
C -2.19100 1.10544 3.70370
C -2.64605 2.07357 4.63472
C -2.25653 1.97555 5.95147
S -2.37315 0.20120 0.96089
O -2.32403 1.41957 2.43000
O -2.27317 -1.12706 1.58015
O -1.06028 0.68489 0.40716
H -1.72700 0.22732 8.40210
H -0.03035 0.34957 7.89162
H -0.95852 1.82190 8.28786
H -0.54544 -0.96745 5.83638
H -1.15370 -0.75341 3.43815
H -3.25024 2.90307 4.27025
H -2.58993 2.73700 6.66224
*
```

Energy, Ha: -3510.6665
E_LUMO, eV: 0.232
Gap between HOMO and LUMO, eV: 5.99
Energy above the lowest of the compared OMol25 structures with the same formula, charge and spin, kcal/mol: 49.2


# C11H15N

A cluster of 2 separate species, C11H15N in total in a non-equilibrium geometry (the ωB97M-V functional and the def2-TZVPD basis, the OMol25 dataset).

Structure (ORCA input):
```
! RIJCOSX wB97M-V def2-TZVPD def2/J DEFGRID3
* xyz 0 1
C -1.58023 0.46521 1.51064
C -1.50438 -0.43113 0.32220
C -2.61571 -0.89193 -0.40476
N -2.13080 -1.66625 -1.42215
C -0.73524 -1.75293 -1.39301
C 0.24783 -2.34294 -2.20975
C 1.58616 -2.07263 -1.99999
C 1.98921 -1.24595 -0.93896
C 1.07908 -0.93496 0.05347
C -0.38293 -0.88376 -0.29643
H -2.02785 1.40038 1.53220
H -0.52840 0.74070 1.62285
H -1.81600 -0.12897 2.38562
H -3.55244 -0.51751 -0.35809
H -2.59745 -2.42709 -1.91122
H 0.10747 -3.22869 -2.89230
H 2.40025 -2.49921 -2.56243
H 3.04563 -0.99764 -0.79223
H 1.32900 -0.82180 1.14382
C 0.49788 2.78186 0.44573
C 1.37813 2.23795 1.64616
H 1.13668 3.21778 -0.34621
H -0.11132 2.09746 0.09373
H -0.34803 3.49931 0.83508
H 0.88017 1.54970 2.40199
H 1.85968 3.04055 2.21102
H 2.39361 1.81248 1.32303
*
```

Energy, Ha: -482.8125
E_LUMO, eV: 0.879
Gap between HOMO and LUMO, eV: 8.42
Energy above the lowest of the compared OMol25 structures with the same formula, charge and spin, kcal/mol: 64.5
Structure (SMILES): Cc1c[nH]c2ccccc12.CC


# C5H8O

A structure of composition C5H8O in a non-equilibrium geometry (the ωB97M-V functional and the def2-TZVPD basis, the OMol25 dataset).

Structure (ORCA input):
```
! RIJCOSX wB97M-V def2-TZVPD def2/J DEFGRID3
* xyz 0 1
C 1.56244 -0.29530 0.44594
C 0.61499 0.56568 -0.34005
C -0.66543 0.04811 -0.89626
C -1.27533 -0.80990 0.20626
O -1.18949 0.26502 1.16850
C -0.71486 1.11929 0.14364
H 1.27177 -1.26647 0.86351
H 2.08910 0.27942 1.22917
H 2.08900 -0.53678 -0.48861
H 1.19500 1.27257 -0.93674
H -0.93285 0.03688 -1.94265
H -0.71760 -1.69740 0.53098
H -2.32107 -1.05038 0.02032
H -0.89744 2.18638 0.18709
*
```

Energy, Ha: -270.4484
E_LUMO, eV: 1.106
Gap between HOMO and LUMO, eV: 9.95
Energy above the lowest of the compared OMol25 structures with the same formula, charge and spin, kcal/mol: 68.7


# AgCl2H8O4

A structure of composition AgCl2H8O4 in a non-equilibrium geometry (the ωB97M-V functional and the def2-TZVPD basis, the OMol25 dataset).

Structure (ORCA input):
```
! RIJCOSX wB97M-V def2-TZVPD def2/J DEFGRID3
* xyz 0 2
Ag 14.65924 -3.10625 -22.22537
Cl 12.78923 -4.82890 -22.96551
Cl 12.92203 -1.19611 -21.61654
O 14.63221 -2.42182 -24.39201
H 14.85133 -3.02863 -25.11069
H 13.99735 -1.80035 -24.77455
O 16.51959 -1.68435 -21.91822
H 16.85475 -1.38048 -21.06579
H 17.13637 -1.34465 -22.57794
O 14.73828 -3.43505 -19.89972
H 14.16476 -3.00070 -19.25141
H 15.25788 -4.07094 -19.39348
O 16.21144 -4.81147 -22.05171
H 16.37376 -5.57577 -22.61997
H 16.70418 -4.98762 -21.24325
*
```

Energy, Ha: -1373.0737
E_LUMO (spin up / spin down), eV: -0.378 / -2.607
<S²>: 0.759
Gap between HOMO and LUMO (spin up / spin down), eV: 8.65 / 5.82
Energy above the lowest of the compared OMol25 structures with the same formula, charge and spin, kcal/mol: 3.5


> Which formula does entry 1 have?

C30H50Cl2N3O7SSiY